A cluster of 5 separate species, C2H14NO4 in total. Source: OMol25; level of theory: ωB97M-V/def2-TZVPD.

- Gap between HOMO and LUMO: 10.942 eV
- E_HOMO: -13.77 eV
- DFT total energy: -11974.32760 eV
- ΔE to the lowest compared entry with this formula, charge and spin: 1.115 eV

```
! RIJCOSX wB97M-V def2-TZVPD def2/J DEFGRID3
* xyz 1 1
C 1.7191 -0.1864 1.8192
C 2.0036 -1.4530 1.9228
N 0.6306 0.3024 0.9099
H 2.1169 0.7291 2.2702
H 2.6621 -1.7928 2.7051
H 1.7241 -2.2123 1.2181
H 0.7121 0.0194 -0.0729
H -0.2356 -0.2307 1.1145
H 0.4230 1.2925 0.9582
H 1.1454 -3.4466 -4.4231
H 0.3702 -4.4231 -3.5440
O 0.6839 -3.5124 -3.5837
H -0.4020 2.1927 -1.0077
H -1.7651 1.7554 -0.5257
O -0.8764 1.4099 -0.6873
H -2.2580 -1.7260 1.1887
H -2.1008 -1.0723 2.6105
O -1.6576 -1.2484 1.7668
H -1.5359 4.3169 -2.2935
H -1.7158 5.0927 -1.0062
O -1.6437 4.1930 -1.3398
*
```

Löwdin population analysis, charges in e, atoms 1 to 2: C -0.12; C 0.07

A cluster of 2 separate species, C5H8N2O in total. Source: OMol25; level of theory: ωB97M-V/def2-TZVPD.

- Gap between HOMO and LUMO: 9.517 eV
- E_HOMO: -9.12 eV
- DFT total energy: -10339.35750 eV
- Structure (SMILES): [H]/N=C(\N)O.C=C=C=C
- ΔE to the lowest compared entry with this formula, charge and spin: 3.369 eV

```
! RIJCOSX wB97M-V def2-TZVPD def2/J DEFGRID3
* xyz 0 1
C -3.3089 0.7229 2.5146
C 2.9559 -0.5607 -3.0615
C 3.6585 -1.0934 -2.1465
N -3.5901 0.8255 3.8567
C 2.2568 -0.0687 -4.0505
C 4.6474 -1.5944 -1.4489
O -2.1016 1.2887 2.2111
N -4.1489 0.5811 1.5725
H -2.0934 1.4156 1.2514
H -2.8125 0.9458 4.4835
H -4.4773 0.4869 4.1875
H -5.0893 0.3584 1.8773
H 1.6387 0.8069 -3.9216
H 2.3044 -0.4936 -5.0422
H 4.8560 -1.2652 -0.4424
H 5.3042 -2.3561 -1.8409
*
```

Löwdin population analysis, charges in e, atoms 1 to 2: C -0.61; C -0.12

A structure of composition C38H48BBrN10O2PbS2. Source: OMol25; level of theory: ωB97M-V/def2-TZVPD.

- Gap between HOMO and LUMO (spin up / spin down): 4.062 / 4.354 eV
- E_HOMO (spin up / spin down): -12.60 / -12.60 eV
- DFT total energy: -156807.65418 eV
- ΔE to the lowest compared entry with this formula, charge and spin: 0.331 eV

```
! RIJCOSX wB97M-V def2-TZVPD def2/J DEFGRID3
* xyz 2 1
Pb 0.1723 -0.3008 -0.1861
C 1.7248 -2.0032 2.7129
C 2.2537 -2.4722 1.4002
C 3.2468 -3.4149 1.1298
C 3.3845 -3.4380 -0.2498
C 4.3206 -4.2595 -1.0667
N 2.5047 -2.5529 -0.7597
N 1.8133 -1.9691 0.2444
B 2.3360 -2.1298 -2.2381
N 0.8751 -2.3527 -2.6863
N -0.1939 -1.8482 -2.0174
C -1.2928 -2.2285 -2.6750
C -2.6818 -1.9173 -2.2251
C -0.9237 -2.9775 -3.7947
C 0.4597 -3.0367 -3.7686
C 1.3613 -3.7219 -4.7369
N 2.7014 -0.6303 -2.3703
N 2.1265 0.3071 -1.5845
C 2.6973 1.4784 -1.8728
C 2.3084 2.7458 -1.1872
C 3.6594 1.2886 -2.8682
C 3.6335 -0.0660 -3.1601
C 4.4401 -0.7959 -4.1790
H 2.1123 -2.6171 3.5217
H 2.0266 -0.9679 2.8840
H 0.6332 -2.0317 2.7293
H 3.8000 -4.0050 1.8407
H 4.8793 -4.9234 -0.4121
H 3.7871 -4.8601 -1.8032
H 5.0286 -3.6263 -1.6026
H 3.0623 -2.7695 -2.9236
H -2.7004 -1.0198 -1.6120
H -3.3286 -1.7823 -3.0915
H -3.0849 -2.7517 -1.6467
H -1.5766 -3.4264 -4.5243
H 0.7622 -4.2108 -5.5009
H 2.0307 -3.0120 -5.2234
H 1.9765 -4.4744 -4.2438
H 1.9951 2.5312 -0.1682
H 3.1533 3.4331 -1.1736
H 1.4746 3.2268 -1.7064
H 4.2972 2.0337 -3.3137
H 5.0743 -0.0861 -4.7043
H 5.0770 -1.5536 -3.7219
H 3.7995 -1.2922 -4.9082
Br -0.2151 5.5137 5.6445
C 0.1743 4.1598 4.4046
C 1.5318 3.9574 4.0110
C 1.8296 3.0048 3.0994
C 0.8196 2.1105 2.5383
O 1.1918 1.1785 1.8251
C -0.5829 2.3711 2.9493
C -1.7063 1.5147 2.6466
N -1.6998 0.5098 1.8550
C -2.8450 -0.2361 1.6348
C -4.1302 0.2730 1.7455
C -5.2529 -0.5499 1.6175
C -5.1019 -1.8939 1.3931
C -3.8164 -2.4461 1.2055
C -3.6092 -3.8204 0.9497
C -2.3405 -4.2880 0.7510
C -1.2771 -3.3704 0.7561
N -1.4318 -2.0884 1.0015
C -2.6738 -1.6100 1.2646
C -0.8327 3.3831 3.8968
H 2.3091 4.5645 4.4574
H 2.8548 2.8036 2.8115
H -2.6090 1.7577 3.2168
H -4.2729 1.3310 1.9284
H -6.2406 -0.1233 1.7274
H -5.9648 -2.5462 1.3459
H -4.4625 -4.4866 0.9181
H -2.1506 -5.3353 0.5648
H -0.2644 -3.6975 0.5424
H -1.8480 3.5432 4.2364
O -1.6173 1.0592 -1.5391
S -2.0207 2.3158 -2.2497
C -2.5603 1.8321 -3.9408
C -4.0753 1.6814 -3.9164
C -4.5855 2.7727 -2.9798
C -3.7512 2.6320 -1.7162
H -2.0202 0.9221 -4.1996
H -2.2458 2.6373 -4.6066
H -4.3476 0.7019 -3.5178
H -4.4979 1.7672 -4.9168
H -5.6487 2.6615 -2.7672
H -4.4344 3.7592 -3.4250
H -4.0203 1.7438 -1.1414
H -3.7707 3.5078 -1.0684
C -1.6930 6.0539 -1.3511
N -0.4634 6.1655 -0.5801
C -0.0590 5.2761 0.3187
S -0.9548 3.8373 0.5898
N 1.0522 5.5121 1.0058
C 1.8634 6.7125 0.8804
H -1.9017 7.0152 -1.8112
H -2.5205 5.7880 -0.6934
H -1.6016 5.2958 -2.1290
H 0.1067 6.9839 -0.7284
H 1.3449 4.8017 1.6550
H 1.2889 7.6054 1.1365
H 2.2652 6.8149 -0.1301
H 2.6983 6.6360 1.5706
*
```

Löwdin population analysis, charges in e, atoms 1 to 2: Pb 1.47; C -0.02

A structure of composition C15H12FMoN4O10. Source: OMol25; level of theory: ωB97M-V/def2-TZVPD.

- Gap between HOMO and LUMO (spin up / spin down): 7.048 / 6.836 eV
- E_HOMO (spin up / spin down): -11.89 / -11.89 eV
- DFT total energy: -46755.09299 eV
- Expectation value of S²: 2.0100
- ΔE to the lowest compared entry with this formula, charge and spin: 0.597 eV

```
! RIJCOSX wB97M-V def2-TZVPD def2/J DEFGRID3
* xyz 1 3
Mo -0.8386 0.5443 -1.1858
O 0.9110 -3.7319 -2.3094
C 0.4066 -2.5528 -1.9230
O 0.9126 -1.7678 -1.1586
C -0.9095 -2.3716 -2.5403
C -1.5193 -3.3646 -3.2965
C -2.7780 -3.0606 -3.8246
C -3.3267 -1.8115 -3.6701
C -2.6290 -0.8440 -2.8947
N -1.4778 -1.1650 -2.3507
C -3.2043 0.5161 -2.6516
O -4.3097 0.7632 -3.0475
O -2.3517 1.3502 -1.9717
H 1.7611 -3.8055 -1.8227
H -0.9314 -4.2671 -3.4078
H -3.2806 -3.8169 -4.4494
H -4.3479 -1.5760 -4.0390
N -0.1905 2.4654 -0.5261
C 1.2299 2.7476 -0.8901
C 1.7062 1.8239 -1.9858
O 2.7124 1.9190 -2.5675
O 0.8329 0.7593 -2.1629
H -0.7499 3.1974 -0.9755
H -0.3519 2.5495 0.4846
H 1.8131 2.4855 -0.0797
H 1.3144 3.7877 -1.1351
F 4.3456 0.2302 2.5269
C 3.2333 0.6501 3.1332
C 2.1007 0.0490 2.7692
N 0.8534 0.3046 3.3081
C -0.3124 -0.4733 2.9217
C -0.9636 0.2363 1.7077
O -1.2858 1.3654 1.8701
O -1.1294 -0.4416 0.5051
C 0.7374 1.1018 4.4670
O -0.2818 1.2737 5.1055
N 1.9685 1.6390 4.8518
C 3.2630 1.5599 4.2822
O 4.1723 2.1581 4.7881
H 2.1394 -0.6235 1.9682
H -1.0580 -0.4013 3.7006
H -0.1292 -1.4970 2.7184
H 1.9434 2.0946 5.7575
*
```

Löwdin population analysis, charges in e, atoms 1 to 2: Mo 1.86; O 0.14

A cluster of 3 separate species, C3H12N2O in total. Source: OMol25; level of theory: ωB97M-V/def2-TZVPD.

- Gap between HOMO and LUMO: 10.225 eV
- E_HOMO: -9.39 eV
- DFT total energy: -8331.49565 eV
- Structure (SMILES): C=C.NCO.N
- ΔE to the lowest compared entry with this formula, charge and spin: 1.826 eV

```
! RIJCOSX wB97M-V def2-TZVPD def2/J DEFGRID3
* xyz 0 1
C -2.7703 -0.8492 0.0157
C -2.5897 -0.5564 1.2936
N 1.0304 2.4277 -0.5016
H -2.2167 -0.3237 -0.7413
H 0.2485 -0.3774 0.7744
H -3.4857 -1.6115 -0.2631
H -2.2330 0.3778 1.7115
H -3.1306 -1.1479 2.1534
H 0.5986 1.5114 -0.4952
H 0.9644 2.8302 -1.4770
H 0.3890 2.8243 0.1874
N 2.7365 -0.4111 -0.4862
C 1.4979 -1.1872 -0.3536
O 0.4088 -0.3209 -0.1551
H 2.5695 0.2442 -1.2745
H 3.0001 0.1603 0.3375
H 1.3375 -1.7550 -1.2646
H 1.6447 -1.8356 0.5387
*
```

Löwdin population analysis, charges in e, atoms 1 to 2: C -0.08; C -0.11

An isolated molecule of C21H22FN3O5S. Source: OMol25; level of theory: ωB97M-V/def2-TZVPD.

- Gap between HOMO and LUMO: 8.969 eV
- E_HOMO: -8.59 eV
- DFT total energy: -50395.77512 eV
- Structure (SMILES): CC(C)(CC(=O)OCC(=O)Nc1ccccc1F)CC1=NS(=O)(=O)c2ccccc2N1
- ΔE to the lowest compared entry with this formula, charge and spin: 0.000 eV

```
! RIJCOSX wB97M-V def2-TZVPD def2/J DEFGRID3
* xyz 0 1
C 5.4063 -0.4024 -1.6328
H 6.0778 -1.0663 -1.0939
H 5.6804 0.6247 -1.4019
H 5.5529 -0.5630 -2.6976
C 3.9484 -0.6877 -1.2509
C 3.5790 -2.1029 -1.6912
H 2.6369 -2.4073 -1.2448
H 3.4915 -2.1536 -2.7734
H 4.3458 -2.8045 -1.3711
C 3.8403 -0.5588 0.2888
C 2.4460 -0.6452 0.8507
N 1.7934 -1.7325 0.7357
S 0.2821 -1.9471 1.3314
O 0.3589 -2.8631 2.4294
O -0.5803 -2.3374 0.2382
C -0.2283 -0.3508 1.9239
C -1.5230 -0.1460 2.3559
C -1.9070 1.1039 2.8075
C -0.9863 2.1424 2.8038
C 0.3084 1.9373 2.3699
C 0.7052 0.6747 1.9274
N 2.0088 0.4634 1.5048
H 2.5768 1.2979 1.4436
H 1.0162 2.7530 2.3602
H -1.2838 3.1238 3.1403
H -2.9161 1.2720 3.1477
H -2.2104 -0.9765 2.3351
H 4.4154 -1.3795 0.7221
H 4.2969 0.3837 0.5986
C 3.0663 0.3568 -1.9728
C 1.5897 0.0710 -1.8340
O 0.8993 0.4870 -0.9349
O 1.1469 -0.7032 -2.8117
C -0.2057 -1.1504 -2.7131
H -0.2549 -1.9673 -1.9871
H -0.4611 -1.5031 -3.7142
C -1.1636 -0.0086 -2.3181
O -1.3346 0.9538 -3.0266
N -1.8377 -0.2729 -1.1720
C -2.7387 0.5982 -0.5487
C -3.9076 0.0771 0.0021
C -4.8328 0.8952 0.6209
C -4.6113 2.2604 0.6993
C -3.4466 2.7964 0.1820
C -2.5171 1.9691 -0.4237
F -1.3655 2.5221 -0.8367
H -3.2353 3.8521 0.2491
H -5.3371 2.9051 1.1704
H -5.7329 0.4678 1.0358
H -4.0767 -0.9866 -0.0705
H -1.5954 -1.1214 -0.6597
H 3.3138 0.3456 -3.0344
H 3.2625 1.3513 -1.5687
*
```

Löwdin population analysis, charges in e, atoms 1 to 2: C -0.05; H 0.09

Calculated max |F| (eV/A), listed in the same order as above: 2.46, 2.95, 1.05, 2.64, 3.40, 1.26